Entry 1:
ORCA calculation (the ωB97M-V functional and the def2-TZVPD basis) on a cluster of 5 separate species, C29H47F3N6O7S in total.

Geometry (Å):
N  2.612  3.543  3.791
C  2.913  2.522  2.764
C  2.179  1.209  2.965
C  2.509  0.152  1.870
C  1.292  -0.314  1.125
C  1.158  -0.142  -0.264
S  2.451  0.579  -1.257
C  0.001  -0.537  -0.941
C  -1.066  -1.099  -0.272
C  -0.945  -1.280  1.099
C  0.210  -0.907  1.783
C  0.229  -1.161  3.255
O  1.217  -1.522  3.847
C  -1.099  -0.985  3.942
C  -1.140  -0.409  5.336
F  -1.782  -1.206  6.214
F  -1.819  0.770  5.327
F  0.068  -0.153  5.837
C  -2.214  -1.323  3.286
C  -3.624  -1.198  3.767
C  -4.314  0.046  3.124
O  -3.438  0.702  2.209
C  -4.805  1.043  4.200
N  -4.555  2.447  3.869
C  -2.067  -1.852  1.884
O  -2.864  -2.646  1.438
H  2.743  3.115  4.704
H  1.614  3.734  3.750
H  2.640  2.961  1.803
H  3.990  2.354  2.791
H  2.391  0.803  3.955
H  1.099  1.402  2.960
H  3.211  0.619  1.185
H  3.008  -0.684  2.354
H  1.784  1.662  -1.681
H  -0.066  -0.385  -2.009
H  -1.961  -1.395  -0.795
H  -3.660  -1.133  4.851
H  -4.171  -2.089  3.461
H  -5.180  -0.294  2.553
H  -3.551  0.300  1.343
H  -4.336  0.790  5.152
H  -5.883  0.934  4.314
H  -5.338  3.024  4.132
H  -3.723  2.792  4.323
C  -4.761  -1.722  -5.596
N  -4.130  -1.966  -4.315
C  -4.698  -2.961  -3.417
C  -3.029  -1.308  -3.923
O  -2.468  -1.489  -2.854
H  -5.789  -1.380  -5.459
H  -4.772  -2.632  -6.198
H  -4.208  -0.955  -6.135
H  -4.979  -2.502  -2.469
H  -3.969  -3.743  -3.207
H  -5.577  -3.399  -3.883
H  -2.666  -0.578  -4.664
C  4.721  -4.837  -0.154
N  5.032  -3.923  0.924
C  4.371  -4.082  2.208
C  5.920  -2.920  0.777
O  6.216  -2.125  1.647
H  3.660  -4.787  -0.409
H  4.964  -5.864  0.128
H  5.301  -4.571  -1.035
H  3.805  -3.184  2.460
H  5.113  -4.242  2.991
H  3.695  -4.932  2.169
H  6.366  -2.884  -0.232
C  -3.164  2.259  -0.694
N  -2.061  2.892  -1.389
C  -1.669  4.240  -1.013
C  -1.378  2.276  -2.368
O  -0.436  2.773  -2.962
H  -4.085  2.830  -0.833
H  -2.956  2.193  0.375
H  -3.311  1.254  -1.093
H  -1.754  4.914  -1.866
H  -0.632  4.254  -0.674
H  -2.315  4.585  -0.209
H  -1.745  1.256  -2.579
C  3.262  2.788  -5.329
N  4.276  1.763  -5.185
C  5.494  1.844  -5.971
C  4.125  0.727  -4.336
O  4.942  -0.159  -4.177
H  2.895  2.827  -6.357
H  3.665  3.769  -5.066
H  2.422  2.571  -4.671
H  5.602  0.960  -6.601
H  6.366  1.897  -5.319
H  5.456  2.732  -6.597
H  3.169  0.756  -3.788

Results
multiplicity = 1
energy = -73096.134 eV
frontier orbital gap = 7.882 eV
SMILES = NCCCc1c(S)ccc2c1C(=O)C(C(F)(F)F)=C(C[C@H](O)CN)C2=O.CN(C)C=O.CN(C)C=O.CN(C)C=O.CN(C)C=O


Entry 2:
ORCA calculation (the ωB97M-V functional and the def2-TZVPD basis) on a structure of composition C29H48AlBGeN6O4.

Geometry (Å):
Al  0.668  -0.489  1.877
B  -1.834  -0.412  4.056
N  -0.880  0.803  3.799
C  -0.853  1.918  4.516
C  -0.101  2.883  3.850
C  0.314  2.256  2.697
N  -0.176  1.000  2.655
N  -1.136  -1.766  3.648
C  -1.383  -2.949  4.200
C  -0.737  -3.946  3.476
C  -0.087  -3.267  2.468
N  -0.346  -1.950  2.563
H  -2.825  -0.261  3.395
H  -2.058  -0.462  5.227
H  -1.381  1.969  5.452
H  0.111  3.885  4.171
H  0.956  2.616  1.910
H  -2.009  -3.015  5.073
H  -0.729  -5.001  3.678
H  0.574  -3.640  1.701
C  5.512  1.084  -2.529
O  6.099  0.905  -1.243
C  5.329  0.565  -0.216
C  6.002  0.413  1.016
C  5.291  0.061  2.120
C  3.889  -0.154  2.076
C  3.175  -0.537  3.246
C  3.839  -0.730  4.569
O  1.920  -0.721  3.227
C  3.228  0.018  0.834
O  1.906  -0.139  0.685
C  3.954  0.365  -0.301
H  6.329  1.355  -3.189
H  4.775  1.889  -2.506
H  5.054  0.155  -2.873
H  7.068  0.579  1.049
H  5.813  -0.052  3.058
H  4.793  -1.245  4.491
H  3.171  -1.283  5.223
H  4.024  0.250  5.014
H  3.422  0.494  -1.231
C  -3.702  0.166  -4.921
C  -4.226  0.986  -3.749
C  -3.123  1.533  -2.842
C  -2.285  0.414  -2.201
Ge  -1.092  1.088  -0.825
C  0.595  1.823  -1.438
C  0.336  2.992  -2.397
C  -0.577  4.063  -1.815
C  -0.800  5.219  -2.778
H  -4.517  -0.150  -5.569
H  -3.185  -0.737  -4.592
H  -3.006  0.748  -5.526
H  -4.915  0.384  -3.149
H  -4.809  1.827  -4.126
H  -3.578  2.152  -2.064
H  -2.473  2.192  -3.423
H  -1.686  -0.104  -2.955
H  -2.960  -0.320  -1.753
H  -1.797  1.748  0.357
H  1.138  1.019  -1.936
H  1.195  2.133  -0.582
H  -0.088  2.616  -3.333
H  1.294  3.444  -2.664
H  -0.156  4.431  -0.874
H  -1.554  3.628  -1.555
H  0.146  5.694  -3.037
H  -1.446  5.980  -2.345
H  -1.262  4.874  -3.704
C  0.923  -1.983  -1.702
N  -0.404  -2.394  -1.257
C  -0.930  -3.588  -1.938
C  -2.436  -3.667  -1.817
C  -2.822  -3.432  -0.372
N  -2.284  -2.142  0.073
C  -3.127  -1.369  0.977
C  -1.106  -1.725  -0.350
O  -0.604  -0.593  0.145
H  0.869  -1.646  -2.739
H  1.588  -2.845  -1.657
H  1.318  -1.196  -1.070
H  -0.448  -4.470  -1.506
H  -0.621  -3.520  -2.981
H  -2.780  -4.645  -2.147
H  -2.910  -2.917  -2.453
H  -2.434  -4.218  0.282
H  -3.902  -3.392  -0.243
H  -4.065  -1.130  0.472
H  -2.634  -0.454  1.284
H  -3.341  -1.960  1.866

Results
multiplicity = 1
ΔE to the lowest compared entry with this formula, charge and spin = 0.1175 eV
energy = -111765.734 eV
frontier orbital gap = 8.563 eV
total charge = +2


Entry 3:
ORCA calculation (the ωB97M-V functional and the def2-TZVPD basis) on a structure of composition C29H48AsBrF9N5O7Si3W at a distorted geometry.

Geometry (Å):
W  0.330  0.090  0.228
N  -0.857  -0.783  -1.668
C  -2.274  -0.385  -1.528
C  -2.413  0.935  -0.821
O  -3.730  1.001  -0.529
N  -1.455  0.969  0.272
C  -1.468  2.255  0.994
C  -0.083  2.513  1.516
O  0.384  3.560  1.764
O  0.638  1.322  1.563
H  -0.548  -0.500  -2.584
H  -0.793  -1.792  -1.618
H  -2.807  -1.128  -0.953
H  -2.791  -0.278  -2.481
H  -2.138  2.257  1.852
H  -1.750  3.077  0.343
Br  1.981  0.550  4.127
C  2.391  -0.994  3.136
C  3.159  -1.965  3.771
C  3.412  -3.152  3.123
C  2.888  -3.343  1.853
C  2.181  -2.316  1.295
N  1.928  -1.135  1.902
C  1.626  -2.421  -0.084
O  1.363  -3.406  -0.678
O  1.478  -1.160  -0.592
H  3.527  -1.772  4.769
H  3.994  -3.927  3.606
H  3.004  -4.268  1.304
C  1.114  -0.124  -4.670
Si  2.342  0.599  -3.476
C  3.430  1.682  -4.512
C  3.370  -0.820  -2.880
As  1.172  1.652  -1.358
Si  3.367  1.661  -0.079
C  4.483  2.464  -1.361
C  3.528  2.706  1.448
C  4.272  0.055  0.258
Si  1.197  4.226  -2.024
C  -0.549  4.764  -2.183
C  2.017  5.018  -0.587
C  2.031  4.420  -3.644
H  1.721  -0.712  -5.370
H  0.586  0.632  -5.251
H  0.380  -0.810  -4.242
H  4.051  0.986  -5.089
H  4.095  2.347  -3.962
H  2.855  2.281  -5.220
H  3.702  -1.364  -3.773
H  2.810  -1.518  -2.267
H  4.260  -0.504  -2.332
H  4.008  3.284  -1.904
H  4.827  1.734  -2.099
H  5.364  2.854  -0.843
H  3.787  3.733  1.184
H  4.357  2.287  2.028
H  2.659  2.749  2.096
H  3.886  -0.832  -0.228
H  4.333  -0.134  1.331
H  5.296  0.207  -0.103
H  -1.203  4.341  -1.419
H  -0.967  4.511  -3.161
H  -0.572  5.856  -2.071
H  1.598  4.656  0.348
H  1.836  6.098  -0.642
H  3.097  4.858  -0.570
H  1.546  3.812  -4.411
H  3.095  4.189  -3.629
H  1.917  5.476  -3.920
F  -2.434  -4.434  1.276
C  -2.455  -3.179  0.855
F  -2.026  -3.199  -0.421
F  -3.723  -2.772  0.845
C  -1.504  -2.216  1.722
O  -0.599  -1.573  0.896
C  -2.311  -1.109  2.538
F  -3.276  -0.543  1.803
F  -2.828  -1.553  3.673
F  -1.456  -0.121  2.854
C  -0.769  -3.122  2.782
F  0.038  -3.979  2.155
F  -0.017  -2.354  3.587
F  -1.612  -3.798  3.546
C  -1.783  1.851  -4.470
N  -2.942  2.369  -3.782
C  -3.890  3.107  -4.619
C  -5.155  3.403  -3.842
C  -4.786  4.118  -2.550
N  -3.725  3.419  -1.816
C  -4.313  1.911  0.430
C  -2.956  2.645  -2.440
O  -1.973  1.973  -1.728
H  -2.056  0.993  -5.088
H  -1.023  1.568  -3.756
H  -1.354  2.619  -5.132
H  -4.103  2.499  -5.498
H  -3.431  4.044  -4.962
H  -5.673  2.470  -3.606
H  -5.819  4.015  -4.452
H  -5.646  4.191  -1.886
H  -4.453  5.140  -2.758
H  -5.382  1.833  0.258
H  -4.002  2.933  0.248
H  -4.093  1.582  1.443

Results
multiplicity = 1
ΔE to the lowest compared entry with this formula, charge and spin = 2.3763 eV
energy = -233422.119 eV
frontier orbital gap = 5.757 eV
total charge = +2


Entry 4:
ORCA calculation (the ωB97M-V functional and the def2-TZVPD basis) on a structure of composition C29H48AsCl5FN6O4PdSSi3.

Geometry (Å):
Pd  0.310  -0.506  0.308
Cl  2.244  -3.821  0.692
C  0.555  -3.715  1.103
C  -0.104  -2.523  0.888
C  -1.427  -2.479  1.280
Cl  -2.183  -0.896  1.117
C  -2.126  -3.542  1.828
Cl  -3.774  -3.375  2.280
C  -1.437  -4.742  2.013
Cl  -2.245  -6.096  2.691
C  -0.087  -4.825  1.658
Cl  0.769  -6.294  1.915
F  -5.317  0.352  1.770
C  -4.602  1.406  1.370
C  -3.619  1.901  2.122
N  -2.862  2.984  1.735
C  -1.686  3.329  2.510
C  -0.541  2.351  2.259
O  0.272  2.179  3.223
O  -0.494  1.789  1.157
C  -3.063  3.604  0.515
O  -2.382  4.517  0.110
N  -4.122  3.090  -0.213
C  -4.924  1.988  0.071
O  -5.766  1.590  -0.697
H  -3.378  1.464  3.082
H  -1.932  3.357  3.571
H  -1.361  4.321  2.200
H  -4.292  3.543  -1.100
N  1.606  -0.732  5.603
C  2.650  -0.415  4.558
C  2.192  -1.009  3.232
N  0.878  -0.523  2.850
C  -0.115  -0.848  3.861
C  0.243  -0.220  5.200
H  1.878  -0.352  6.509
H  1.555  -1.748  5.708
H  3.600  -0.821  4.901
H  2.710  0.672  4.504
H  2.152  -2.102  3.308
H  2.916  -0.778  2.452
H  0.882  0.495  2.747
H  -0.181  -1.939  3.954
H  -1.097  -0.492  3.552
H  -0.456  -0.464  5.999
H  0.333  0.862  5.090
C  -2.680  -1.128  -4.514
Si  -2.602  -0.701  -2.696
C  -3.312  -2.134  -1.726
C  -3.505  0.901  -2.335
As  -0.322  -0.309  -2.111
Si  0.301  1.740  -3.163
C  2.114  1.661  -3.605
C  -0.052  3.090  -1.933
C  -0.680  1.943  -4.740
Si  0.852  -2.051  -3.230
C  0.810  -1.819  -5.085
C  2.623  -2.036  -2.649
C  0.010  -3.644  -2.729
H  -3.714  -1.025  -4.856
H  -2.375  -2.161  -4.691
H  -2.060  -0.475  -5.127
H  -4.048  -2.643  -2.354
H  -3.821  -1.796  -0.824
H  -2.556  -2.868  -1.441
H  -4.480  0.694  -1.885
H  -3.674  1.477  -3.245
H  -2.938  1.525  -1.640
H  2.735  1.465  -2.731
H  2.413  2.623  -4.031
H  2.313  0.891  -4.351
H  0.266  2.794  -0.932
H  -1.116  3.329  -1.877
H  0.479  4.004  -2.212
H  -0.426  1.171  -5.468
H  -0.438  2.912  -5.185
H  -1.757  1.917  -4.570
H  1.118  -0.813  -5.377
H  -0.180  -2.003  -5.500
H  1.505  -2.524  -5.550
H  3.142  -1.127  -2.957
H  3.151  -2.894  -3.072
H  2.677  -2.109  -1.563
H  -0.930  -3.796  -3.264
H  -0.201  -3.648  -1.658
H  0.662  -4.494  -2.944
C  5.768  0.901  0.088
N  4.797  1.618  0.900
C  5.112  2.612  1.810
C  3.953  3.032  2.353
N  2.944  2.295  1.768
C  3.457  1.426  0.878
S  2.671  0.328  -0.164
H  6.616  0.619  0.708
H  6.108  1.526  -0.737
H  5.291  0.010  -0.311
H  6.123  2.942  1.963
H  3.750  3.806  3.071
H  1.937  2.407  2.000

Results
multiplicity = 3
ΔE to the lowest compared entry with this formula, charge and spin = 0.0000 eV
energy = -212098.329 eV
frontier orbital gap (alpha / beta) = 6.697 / 7.387 eV
total charge = +1


Entry 5:
ORCA calculation (the ωB97M-V functional and the def2-TZVPD basis) on a structure of composition C29H48BaBrNOP2 at a distorted geometry.

Geometry (Å):
N  -4.191  -4.990  5.290
C  -4.859  -3.847  5.489
C  -4.773  -2.759  4.613
C  -3.945  -2.850  3.461
C  -3.288  -4.099  3.248
C  -3.407  -5.113  4.216
C  -3.772  -1.728  2.554
Ba  -3.129  0.356  -0.243
P  0.031  1.211  -5.122
C  -3.027  -1.864  1.382
C  -1.562  -1.800  1.421
C  -0.775  -2.462  0.457
C  0.528  -2.053  0.209
C  1.177  -1.095  1.033
C  0.420  -0.569  2.111
C  -0.883  -0.978  2.353
Br  -0.133  0.407  -1.365
H  -4.236  -0.774  2.855
H  -3.514  -2.189  0.435
H  -5.339  -1.856  4.826
H  -2.674  -4.289  2.357
H  -5.504  -3.804  6.379
H  -2.867  -6.059  4.096
H  -1.201  -3.330  -0.071
H  -1.385  -0.732  3.294
H  1.024  -2.378  -0.708
H  0.849  0.214  2.749
P  2.894  -0.527  0.738
C  -1.647  1.212  -4.405
C  -2.681  0.918  -5.503
H  -1.830  2.194  -3.944
H  -1.674  0.462  -3.599
H  -3.693  1.108  -5.129
H  -2.522  1.559  -6.382
H  -2.628  -0.133  -5.818
C  0.713  -0.455  -4.744
C  1.814  -0.824  -5.750
H  -0.122  -1.168  -4.809
H  1.071  -0.457  -3.703
H  2.102  -1.873  -5.620
H  1.462  -0.698  -6.783
H  2.710  -0.205  -5.612
C  1.077  2.294  -4.056
C  1.333  3.635  -4.754
H  2.029  1.774  -3.866
H  0.579  2.407  -3.083
H  2.042  4.237  -4.175
H  1.762  3.475  -5.752
H  0.400  4.196  -4.864
C  3.032  1.284  0.616
C  4.456  1.800  0.857
H  2.324  1.739  1.322
H  2.642  1.559  -0.374
H  4.705  1.828  1.925
H  5.228  1.197  0.360
H  4.549  2.817  0.466
C  3.538  -1.214  -0.801
C  3.848  -2.711  -0.850
H  4.464  -0.658  -1.011
H  2.784  -0.933  -1.549
H  4.679  -2.968  -0.182
H  2.979  -3.318  -0.570
H  4.132  -2.980  -1.883
C  4.005  -1.009  2.092
C  3.543  -0.486  3.446
H  5.017  -0.623  1.847
H  4.064  -2.116  2.069
H  2.524  -0.815  3.671
H  4.201  -0.896  4.219
H  3.587  0.612  3.518
C  -2.181  4.038  2.787
C  -1.138  4.090  1.645
C  -1.434  2.907  0.718
O  -2.437  2.085  1.396
C  -2.901  2.698  2.664
H  -1.710  4.152  3.766
H  -2.901  4.856  2.680
H  -0.110  4.006  2.028
H  -1.201  5.028  1.076
H  -1.841  3.236  -0.255
H  -0.555  2.280  0.502
H  -2.658  2.011  3.487
H  -3.991  2.803  2.605

Results
multiplicity = 1
ΔE to the lowest compared entry with this formula, charge and spin = 1.9967 eV
energy = -123687.954 eV
frontier orbital gap = 3.512 eV
total charge = +2